Entry 1:
# C5H10O

One molecule with the formula C5H10O in a non-equilibrium geometry (ωB97M-V/def2-TZVPD, the OMol25 dataset).

Last column: natural (NBO) charge in e.
CARTESIAN COORDINATES (ANGSTROEM)
1 C -0.783 1.844 0.721  -0.6237
2 C -0.581 0.475 0.120  0.1041
3 C 0.780 0.257 -0.549  -0.4509
4 C 0.942 -1.228 -0.722  -0.4382
5 C -0.356 -1.705 0.518  -0.1458
6 O -0.612 -0.513 1.153  -0.5219
7 H -1.763 1.917 1.199  0.2211
8 H -0.715 2.613 -0.055  0.2134
9 H -0.013 2.036 1.474  0.2142
10 H -1.379 0.241 -0.610  0.1590
11 H 0.836 0.777 -1.503  0.2204
12 H 1.556 0.655 0.114  0.2074
13 H 2.002 -1.556 -0.579  0.2079
14 H 0.613 -1.663 -1.662  0.2054
15 H 0.625 -2.149 0.545  0.2566
16 H -1.151 -2.001 -0.162  0.1711

For the total energy, the calculation gives -271.64110 a.u. The frontier orbital gap comes out at 9.866 eV. The SMILES is C[C@H]1CCCO1. Its energy relative to the best compared isomer or geometry (same formula, charge and spin) is 3.034 eV. The HOMO energy comes out at -8.69 eV.



Entry 2:
# C24H31Br51NO4S2

C24H31Br51NO4S2 as an isolated structure in a non-equilibrium geometry (ωB97M-V/def2-TZVPD, the OMol25 dataset).

Last column: Löwdin charge in e.
CARTESIAN COORDINATES (ANGSTROEM)
1 C -0.389 -2.490 0.361  -0.2238
2 C 0.043 -1.476 -0.509  -0.2040
3 S -0.964 -0.980 -1.943  0.5450
4 O -0.331 -1.683 -3.109  -0.4384
5 O -2.336 -1.514 -1.708  -0.6039
6 N -0.931 0.661 -2.314  -0.3125
7 S -1.453 1.620 -1.027  0.5768
8 O -2.113 2.821 -1.665  -0.5766
9 O -2.433 0.957 -0.126  -0.3653
10 C -0.010 2.324 -0.113  -0.4392
11 C 0.244 1.639 1.270  -0.1062
12 C 1.254 2.340 -1.021  -0.1975
13 C 2.523 2.907 -0.239  -0.2192
14 C 3.501 1.727 0.157  -0.1115
15 H 0.156 -3.466 0.279  -0.0590
16 H -1.190 -2.362 1.113  0.0448
17 H 1.030 -1.005 -0.327  0.0597
18 H -0.258 3.392 0.105  -0.0016
19 H -0.720 1.419 1.760  0.0451
20 H 0.909 0.756 1.200  0.0657
21 H 0.808 2.395 1.869  0.0715
22 H 1.052 3.050 -1.852  0.0946
23 H 1.545 1.342 -1.405  0.0900
24 H 3.080 3.510 -0.984  0.0486
25 H 2.216 3.494 0.648  0.0982
26 H 2.997 0.745 0.116  0.0228
27 H 4.317 1.697 -0.590  0.0655
28 H 3.868 1.960 1.181  0.0718
29 C 4.308 5.731 -4.082  -1.6065
30 Br 4.464 5.988 -2.170  0.5774
31 Br 6.033 5.431 -4.906  0.5231
32 Br 3.046 4.332 -4.522  0.5737
33 H 3.916 6.653 -4.493  -0.0285
34 C -1.169 -6.952 -0.040  -1.5794
35 Br -1.708 -7.897 1.562  0.5548
36 Br -2.592 -5.836 -0.725  0.5821
37 Br 0.462 -5.943 0.227  0.5930
38 H -0.956 -7.700 -0.794  -0.0916
39 C -1.961 -6.234 5.290  -1.5927
40 Br -2.536 -4.857 4.058  0.5638
41 Br -0.161 -6.829 4.904  0.5287
42 Br -2.154 -5.678 7.136  0.5464
43 H -2.617 -7.084 5.145  -0.0394
44 C -2.447 5.739 0.209  -1.5408
45 Br -1.956 4.434 1.540  0.6666
46 Br -2.880 7.469 0.966  0.5388
47 Br -1.086 5.867 -1.159  0.5909
48 H -3.346 5.362 -0.265  -0.0136
49 C 9.220 8.172 -5.876  -1.6134
50 Br 8.816 9.174 -7.482  0.5598
51 Br 7.996 8.597 -4.440  0.5495
52 Br 9.310 6.267 -6.227  0.5413
53 H 10.205 8.479 -5.550  -0.0333
54 C -6.285 -4.557 5.041  -1.6353
55 Br -7.549 -3.682 6.217  0.5610
56 Br -5.977 -6.395 5.562  0.5454
57 Br -6.811 -4.417 3.185  0.5651
58 H -5.340 -4.036 5.144  -0.0632
59 C -3.132 11.052 3.306  -1.6209
60 Br -4.463 10.354 2.089  0.5390
61 Br -1.499 11.526 2.383  0.5609
62 Br -3.820 12.529 4.352  0.5529
63 H -2.887 10.257 3.999  -0.0289
64 C -1.401 -4.675 -5.014  -1.5830
65 Br -0.469 -5.814 -3.757  0.5013
66 Br -1.716 -5.579 -6.699  0.5577
67 Br -3.032 -3.966 -4.259  0.5938
68 H -0.752 -3.831 -5.220  -0.0361
69 C -1.942 5.516 -5.221  -1.5911
70 Br -1.352 7.206 -4.479  0.5175
71 Br -1.641 4.032 -4.012  0.6484
72 Br -3.790 5.602 -5.795  0.5453
73 H -1.340 5.336 -6.104  -0.0362
74 C 3.639 -1.937 -3.429  -1.5947
75 Br 2.266 -3.254 -3.747  0.5979
76 Br 3.203 -0.235 -4.242  0.5777
77 Br 4.020 -1.754 -1.545  0.5634
78 H 4.544 -2.298 -3.902  -0.0374
79 C 1.722 -3.210 4.362  -1.5436
80 Br 0.673 -2.897 2.759  0.7118
81 Br 0.670 -2.972 5.971  0.5239
82 Br 2.592 -4.940 4.323  0.5240
83 H 2.507 -2.463 4.382  -0.0301
84 C -4.893 0.943 -2.741  -1.5513
85 Br -5.261 1.501 -4.563  0.5436
86 Br -6.300 1.492 -1.529  0.5633
87 Br -4.550 -0.955 -2.622  0.7123
88 H -3.984 1.452 -2.427  -0.0629
89 C 2.927 -2.173 9.911  -1.6209
90 Br 1.578 -3.497 9.500  0.5420
91 Br 4.011 -1.753 8.363  0.5545
92 Br 2.155 -0.583 10.698  0.5599
93 H 3.585 -2.608 10.652  -0.0334
94 C -2.518 3.721 5.494  -1.6205
95 Br -1.188 2.665 4.569  0.5730
96 Br -2.987 2.950 7.207  0.5569
97 Br -1.971 5.570 5.665  0.5474
98 H -3.413 3.709 4.884  -0.0274
99 C 2.746 -8.616 -2.757  -1.5792
100 Br 3.419 -8.133 -4.505  0.5701
101 Br 3.323 -7.366 -1.398  0.5321
102 Br 0.822 -8.837 -2.759  0.5723
103 H 3.172 -9.580 -2.507  -0.0297
104 C 7.223 -5.703 -0.890  -1.6137
105 Br 5.966 -4.859 0.315  0.5436
106 Br 7.570 -7.541 -0.391  0.5520
107 Br 6.664 -5.554 -2.738  0.5476
108 H 8.159 -5.167 -0.798  -0.0328
109 C -8.606 -1.930 -1.940  -1.6251
110 Br -10.080 -1.055 -1.039  0.5421
111 Br -8.051 -3.535 -1.014  0.5423
112 Br -9.011 -2.279 -3.800  0.5520
113 H -7.766 -1.243 -1.920  -0.0887

For the total energy, the calculation gives -133359.60320 a.u. The net charge is -1. The frontier orbital gap comes out at 6.814 eV. The HOMO energy comes out at -6.00 eV.



Entry 3:
# C10H13F3N2O8P2

C10H13F3N2O8P2 as an isolated structure (ωB97M-V/def2-TZVPD, the OMol25 dataset).

Last column: natural (NBO) charge in e.
CARTESIAN COORDINATES (ANGSTROEM)
1 N -0.248 -0.363 1.043  -0.8266
2 C -0.911 0.013 -0.208  -0.2509
3 C 0.107 0.462 -1.275  -0.0717
4 O 1.461 0.395 -0.792  -0.8016
5 P 2.060 1.651 -0.070  2.5645
6 O 1.161 2.756 0.239  -1.0684
7 O 2.689 0.992 1.299  -0.6181
8 N 4.090 0.787 1.333  -0.2867
9 C 4.659 1.399 2.506  0.9752
10 O 5.700 1.942 2.525  -0.4819
11 F 3.866 1.274 3.551  -0.2908
12 C 4.414 -0.579 1.235  0.9583
13 O 5.160 -1.168 1.933  -0.5228
14 F 3.802 -1.099 0.195  -0.2913
15 O 3.322 2.006 -0.956  -1.0720
16 P 4.203 3.404 -0.606  1.5607
17 O 3.395 4.378 -1.611  -0.9824
18 O 5.481 3.097 -1.571  -0.9881
19 H -0.941 -0.456 1.776  0.3615
20 H 0.160 -1.286 0.944  0.3544
21 H -1.622 0.815 -0.016  0.2057
22 H -1.497 -0.816 -0.620  0.1737
23 H -0.131 1.456 -1.649  0.2046
24 H 0.082 -0.216 -2.126  0.1910
25 H 3.949 5.132 -1.849  0.5028
26 H 6.192 2.730 -1.028  0.5015
27 F -4.106 -0.068 -1.311  -0.3288
28 C -4.583 -1.235 -0.830  0.3979
29 C -5.227 -2.099 -1.692  -0.2867
30 C -5.707 -3.299 -1.187  -0.1860
31 C -5.543 -3.613 0.155  -0.2309
32 C -4.893 -2.724 0.999  -0.1880
33 C -4.403 -1.522 0.508  -0.2915
34 H -5.347 -1.830 -2.733  0.2315
35 H -6.212 -3.991 -1.848  0.2185
36 H -5.922 -4.549 0.542  0.2182
37 H -4.767 -2.963 2.047  0.2182
38 H -3.891 -0.813 1.146  0.2271

For the total energy, the calculation gives -2082.73968 a.u. The frontier orbital gap comes out at 10.008 eV. The HOMO energy comes out at -9.59 eV.



Entry 4:
# C5H10O2

A 2-piece molecular cluster, C5H10O2 overall in a non-equilibrium geometry (ωB97M-V/def2-TZVPD, the OMol25 dataset).

Last column: natural (NBO) charge in e.
CARTESIAN COORDINATES (ANGSTROEM)
1 C 2.313 -1.547 -0.393  -0.3589
2 C 1.021 -1.754 -0.639  -0.2278
3 C 0.086 -0.601 -0.594  0.2803
4 O -1.140 -1.011 -0.145  -0.6979
5 C 0.331 0.646 -0.991  -0.2958
6 C -0.543 1.822 -0.610  -0.6548
7 H 2.696 -0.575 -0.174  0.1965
8 H 3.005 -2.380 -0.380  0.1968
9 H 0.620 -2.714 -0.924  0.2165
10 H -1.819 -0.373 -0.273  0.4870
11 H 1.317 0.929 -1.312  0.2055
12 H -1.576 1.772 -0.950  0.2038
13 H -0.513 1.957 0.472  0.2315
14 H -0.077 2.718 -1.021  0.2161
15 O -2.012 0.584 2.324  -0.9447
16 H -1.736 -0.343 2.372  0.4775
17 H -1.971 0.870 3.238  0.4683

For the total energy, the calculation gives -346.94187 a.u. The frontier orbital gap comes out at 9.036 eV. The SMILES is C=C/C(O)=C/C.O. Its energy relative to the best compared isomer or geometry (same formula, charge and spin) is 2.274 eV. The HOMO energy comes out at -8.29 eV.



Entry 5:
# C3H6ClO4P

A 2-piece molecular cluster, C3H6ClO4P overall in a non-equilibrium geometry (ωB97M-V/def2-TZVPD, the OMol25 dataset).

Last column: natural (NBO) charge in e.
CARTESIAN COORDINATES (ANGSTROEM)
1 C 1.464 1.551 1.765  -0.6488
2 C 0.232 0.847 1.207  -0.9561
3 C 1.321 -2.280 -1.219  0.6630
4 O -1.127 -0.385 -0.750  -0.9868
5 O 1.386 -1.031 -1.084  -0.7453
6 O 0.474 1.426 -1.456  -1.1254
7 O 0.347 -3.068 -0.952  -0.7241
8 P 0.243 0.374 -0.436  2.1889
9 Cl -10.225 1.323 -2.686  -1.0000
10 H 1.124 2.307 2.427  0.1752
11 H 1.922 0.833 2.446  0.1832
12 H 1.834 2.031 0.924  0.2255
13 H -0.215 0.021 1.877  0.1882
14 H 2.318 -2.689 -1.538  0.0641
15 H -1.098 -1.259 -0.524  0.4984

For the total energy, the calculation gives -1220.51425 a.u. The net charge is -2. The frontier orbital gap comes out at 7.123 eV. Its energy relative to the best compared isomer or geometry (same formula, charge and spin) is 1.667 eV. The HOMO energy comes out at -2.00 eV.